Record 1
Molecular formula: C21H30BN3O2ReSe5
Method: DFT, wB97M-V/def2-TZVPD

The geometry in ORCA input format:
```
! wB97M-V def2-TZVPD RIJCOSX def2/J DEFGRID3
* xyz 0 2
Re -1.1329 0.0993 0.1885
C -2.1533 -0.9810 1.8984
C -1.9250 0.3868 2.2885
C -2.7472 1.2029 1.4728
C -3.5818 0.3363 0.6852
C -3.2273 -0.9950 0.9640
C -3.9274 -2.2358 0.5315
C -4.7036 0.7982 -0.1713
C -2.9043 2.6924 1.5368
C -1.1959 0.8354 3.5163
C -1.6327 -2.2138 2.5655
H -3.2209 -2.9651 0.1317
H -4.6814 -2.0360 -0.2246
H -4.4145 -2.6863 1.4017
H -4.3791 1.6243 -0.8087
H -5.5259 1.1519 0.4576
H -5.0675 -0.0001 -0.8156
H -2.3556 3.1984 0.7399
H -2.5547 3.0831 2.4927
H -3.9540 2.9644 1.4247
H -0.7612 1.8249 3.3980
H -0.4050 0.1421 3.7997
H -1.9065 0.8809 4.3459
H -1.3318 -2.9548 1.8214
H -2.4155 -2.6636 3.1823
H -0.7836 -1.9993 3.2123
Se -1.7829 1.6211 -1.6446
Se -2.0868 0.3978 -3.6593
Se -2.7671 -1.5906 -2.7693
Se -1.0238 -1.9720 -1.2007
Se 1.2524 3.2419 1.0301
N 2.6224 2.4721 1.9002
C 2.3480 1.1708 2.0127
C 3.1397 0.1254 2.5350
C 2.6576 -1.1682 2.4315
C 1.4202 -1.4517 1.8413
N 0.6243 -0.4815 1.4040
C 1.0944 0.7730 1.4802
N 0.3228 1.6833 0.9020
H 4.1085 0.3334 2.9693
H 3.2516 -1.9965 2.7929
H 1.0757 -2.4699 1.7152
C 2.7558 -1.9453 -2.3609
C 2.7887 -0.4952 -1.8993
C 4.1846 -0.1087 -1.4511
O 1.8995 -0.3920 -0.7646
B 0.6425 -0.0003 -1.2177
O 0.7391 0.4058 -2.5301
C 2.1270 0.4787 -2.9069
C 2.2553 0.0835 -4.3647
C 2.5609 1.9264 -2.7056
H 3.0522 -2.5839 -1.5267
H 3.4461 -2.1146 -3.1889
H 1.7498 -2.2313 -2.6705
H 4.5675 -0.8604 -0.7585
H 4.1857 0.8555 -0.9442
H 4.8614 -0.0575 -2.3073
H 1.8097 -0.8920 -4.5509
H 3.3052 0.0608 -4.6670
H 1.7353 0.8163 -4.9828
H 2.4791 2.2156 -1.6556
H 1.8983 2.5693 -3.2856
H 3.5882 2.0903 -3.0369
*
```

Calculated values
Gap between HOMO and LUMO (spin up / spin down) (eV): 6.553 / 6.320
Relative energy (zero: lowest compared OMol25 entry of this formula, charge and spin) (kcal/mol): 0.0
<S²>: 0.782
LUMO (spin up / spin down) (eV): 0.08 / -0.78

Atom charges from the Löwdin analysis, given in e for atoms 1 to 5: 1.006 -0.348 -0.316 -0.320 -0.292

Record 2
Molecular formula: C21H30Cl3GeN3O7P2Pt
Method: DFT, wB97M-V/def2-TZVPD

The geometry in ORCA input format:
```
! wB97M-V def2-TZVPD RIJCOSX def2/J DEFGRID3
* xyz -1 4
Pt 0.9028 0.4482 -0.0025
C 0.9461 -3.2481 0.0168
C 2.1903 -3.1048 0.8250
O 2.7826 -4.4520 0.9679
P 1.9294 -2.5780 2.6752
O 1.2027 -3.8067 3.3089
O 3.3844 -2.6164 3.2339
O 1.3104 -1.2471 2.7573
P 3.3884 -1.9082 0.0964
O 3.8817 -2.7163 -1.2413
O 4.4426 -1.6920 1.1471
O 2.6388 -0.6986 -0.4401
H 0.3319 -4.0413 0.3995
H 1.0595 -3.4686 -1.0288
H 0.4423 -2.2948 -0.0071
H 3.5812 -4.4805 1.5113
H 0.2753 -3.7982 3.1053
H 3.9680 -2.1057 2.5599
H 3.9340 -3.6625 -1.0372
Cl -2.1589 -3.7541 2.7851
Ge -2.9890 -2.2840 1.1429
Cl -2.8621 -3.8546 -0.5883
Cl -5.1555 -2.7463 1.8898
N -1.0876 -1.7299 -3.2647
C -1.0771 -1.1319 -2.0565
N 0.0248 -0.3568 -1.8609
C 0.7791 -0.5370 -2.9890
C 2.0038 0.0136 -3.2834
C 2.6666 -0.3709 -4.4247
C 2.1893 -1.5114 -5.1066
C 0.9256 -2.0583 -4.8988
C 0.1847 -1.4843 -3.8634
H -1.7613 -2.4395 -3.5608
H -1.7772 -1.2933 -1.2567
H 2.4361 0.8341 -2.6213
H 3.5957 0.1499 -4.7120
H 2.7419 -2.0266 -5.9035
H 0.5936 -2.9010 -5.4819
C 0.0321 3.5829 -1.7461
C -1.4587 3.5789 -1.4574
C -2.2356 2.4632 -2.1363
C -1.8121 3.5125 0.0234
C -2.7897 4.3728 0.4775
C -3.2653 4.4065 1.7751
C -2.6963 3.5421 2.7332
C -1.7639 2.5881 2.3433
C -1.1385 1.8007 3.4301
C -1.4287 0.2948 3.3916
C 0.3643 2.1967 3.6233
C -1.3258 2.5265 1.0045
N -0.4301 1.6175 0.6369
H 0.2059 3.9730 -2.7491
H 0.4517 2.5441 -1.7081
H 0.6257 4.1726 -1.0152
H -1.8748 4.5603 -1.7639
H -1.8977 1.4796 -1.6876
H -2.0261 2.5272 -3.2466
H -3.2883 2.6331 -1.9625
H -3.2683 5.0600 -0.2221
H -3.9995 5.1143 2.0436
H -2.9769 3.5023 3.7662
H -1.6311 2.1110 4.3129
H -0.8081 -0.1992 2.6766
H -2.5036 0.1003 3.2782
H -1.1011 -0.0154 4.3320
H 0.9658 1.8607 2.8100
H 0.8021 1.7455 4.5016
H 0.4080 3.3015 3.7422
*
```

Calculated values
Gap between HOMO and LUMO (spin up / spin down) (eV): 7.915 / 6.637
<S²>: 3.812
LUMO (spin up / spin down) (eV): 2.26 / 0.81

Atom charges from the Löwdin analysis, given in e for atoms 1 to 5: 1.025 -0.091 -0.526 -0.088 0.416

Record 3
Molecular formula: C21H30Cl6F2O15
Method: DFT, wB97M-V/def2-TZVPD

The geometry in ORCA input format:
```
! wB97M-V def2-TZVPD RIJCOSX def2/J DEFGRID3
* xyz 0 1
O -3.0232 5.4244 15.2095
C -2.4055 4.6851 14.4487
O -2.7106 4.3781 13.1288
C -1.7201 3.6769 12.4288
C -0.6577 3.6373 13.4632
F 0.1564 4.6465 13.1201
O -1.2688 3.9214 14.6654
H -1.9390 2.6362 12.1894
H -1.4793 4.2479 11.5321
H -0.0285 2.7509 13.3816
O 6.0208 -1.2123 17.7004
C 5.7598 -0.7180 18.7693
O 4.8434 0.2343 19.1131
C 5.1854 0.6813 20.4391
C 5.9804 -0.4002 21.0241
F 5.1524 -1.2078 21.7149
O 6.4967 -0.9616 19.8097
H 5.6951 1.6414 20.5203
H 4.3306 0.8005 21.1048
H 6.7012 -0.0469 21.7614
C 4.8713 -14.1290 7.0546
C 3.3971 -13.8481 7.4194
C 2.9644 -13.5362 8.8514
O 2.3583 -12.1953 8.6850
C 2.5814 -11.7385 7.4850
O 2.3470 -10.5918 7.0466
O 3.0739 -12.6922 6.6803
H 5.0983 -15.1713 7.2788
H 5.5440 -13.5150 7.6535
H 5.0968 -14.0248 5.9933
H 2.7064 -14.5791 6.9991
H 3.8042 -13.5186 9.5462
H 2.3036 -14.3620 9.1149
C 3.5888 -8.4915 20.6246
C 2.9610 -9.1026 19.3929
C 3.9453 -9.4104 18.2926
O 3.6320 -10.7058 17.8136
C 2.7967 -11.2525 18.7097
O 2.6580 -12.4881 18.8269
O 2.3730 -10.3824 19.6660
H 4.1475 -7.5952 20.3553
H 4.4012 -9.0664 21.0690
H 2.9248 -8.5201 21.4885
H 2.2444 -8.4724 18.8661
H 4.9878 -9.3625 18.6072
H 3.7185 -8.6504 17.5450
C -4.5341 -8.9477 16.2942
C -4.0767 -9.0477 14.8973
C -3.5534 -10.3888 14.3409
O -4.5087 -10.8821 13.4970
C -5.5720 -10.0521 13.4514
O -6.6681 -10.2227 12.8848
O -5.3178 -8.9462 14.1594
H -3.7092 -8.9471 17.0066
H -5.3119 -9.6563 16.5791
H -5.1004 -8.0573 16.5672
H -3.4790 -8.1843 14.6052
H -3.5287 -10.9976 15.2447
H -2.5126 -10.2785 14.0363
Cl 0.7900 -4.8224 11.2906
C 2.0142 -3.8089 12.0777
Cl 1.4883 -3.5420 13.7422
H 2.9346 -4.3889 12.1456
H 2.1434 -2.8726 11.5347
Cl -2.4032 -1.9854 21.6896
C -1.7981 -0.7978 20.5597
Cl -3.0636 -0.5577 19.3542
H -1.5647 0.1197 21.0998
H -1.0463 -1.2735 19.9299
Cl 1.3609 0.6468 5.9041
C 1.9288 2.2267 5.1415
Cl 1.5132 3.7609 5.9725
H 2.9811 1.9894 4.9851
H 1.5366 2.1875 4.1252
*
```

Calculated values
SMILES: O=C1OC[C@@H](F)O1.O=C1OC[C@@H](F)O1.C[C@H]1COC(=O)O1.C[C@H]1COC(=O)O1.C[C@H]1COC(=O)O1.ClCCl.ClCCl.ClCCl
Gap between HOMO and LUMO (eV): 10.552
Relative energy (zero: lowest compared OMol25 entry of this formula, charge and spin) (kcal/mol): 0.0
LUMO (eV): -0.03

Atom charges from the Löwdin analysis, given in e for atoms 1 to 5: 0.156 -0.415 0.053 -0.088 -0.370

Record 4
Molecular formula: C21H30N4O6S
Method: DFT, wB97M-V/def2-TZVPD

The geometry in ORCA input format:
```
! wB97M-V def2-TZVPD RIJCOSX def2/J DEFGRID3
* xyz 0 1
C 6.2261 0.2698 -0.8317
C 5.6133 0.9512 0.3828
O 4.1975 0.7738 0.4313
C 3.4737 1.6169 -0.3394
O 3.9479 2.5129 -0.9957
N 2.1499 1.3173 -0.3147
C 1.2002 2.2243 -0.9168
C 0.4129 2.9986 0.1500
N -0.1651 2.0816 1.1111
C -1.4465 1.9887 1.5230
O -1.8032 1.1048 2.2902
C -2.4769 2.9979 1.0213
N -3.4950 2.3493 0.2273
C -4.5956 1.7063 0.9016
S -3.0568 1.8502 -1.2874
O -4.2621 1.5726 -2.0099
O -2.1582 2.8512 -1.7962
C -2.1249 0.3127 -1.2033
C -1.2925 0.0605 -2.2795
C -0.5539 -1.1130 -2.3526
C -0.6797 -2.0127 -1.3066
C -1.5271 -1.7552 -0.2197
C -2.2695 -0.5977 -0.1674
C -1.4358 -2.8995 0.7473
C -0.8315 -2.4598 2.0858
C -2.7785 -3.5998 0.9634
C -0.4579 -3.8404 0.0358
O -0.0734 -4.9208 0.4095
N -0.0597 -3.2350 -1.1331
C 0.8653 -3.8310 -2.0592
C 0.8167 1.1880 1.7029
C 1.5416 0.3951 0.6151
H 5.9709 -0.7873 -0.8410
H 7.3067 0.3748 -0.8004
H 5.8527 0.7343 -1.7408
H 5.8365 2.0227 0.3649
H 5.9806 0.5089 1.3114
H 1.7501 2.9230 -1.5482
H 0.4993 1.6500 -1.5290
H -0.3550 3.5639 -0.3715
H 1.0872 3.6857 0.6763
H -2.0538 3.7936 0.4140
H -2.9612 3.4363 1.8987
H -5.2553 2.4670 1.3266
H -4.2546 1.0458 1.7029
H -5.1444 1.1437 0.1504
H -1.2390 0.7988 -3.0641
H 0.0907 -1.3089 -3.1942
H -2.9251 -0.4018 0.6623
H -0.7832 -3.3096 2.7616
H 0.1765 -2.0761 1.9399
H -1.4410 -1.6763 2.5293
H -3.4438 -2.9613 1.5386
H -3.2487 -3.8284 0.0092
H -2.6191 -4.5290 1.5052
H 0.3919 -3.9853 -3.0306
H 1.1636 -4.7932 -1.6442
H 1.7463 -3.1983 -2.1828
H 0.2917 0.5225 2.3890
H 1.5467 1.7863 2.2607
H 2.3102 -0.2393 1.0535
H 0.8210 -0.2211 0.0672
*
```

Calculated values
SMILES: CCOC(=O)N1CCN(C(=O)CN(C)S(=O)(=O)c2ccc3c(c2)C(C)(C)C(=O)N3C)CC1
Gap between HOMO and LUMO (eV): 9.270
Relative energy (zero: lowest compared OMol25 entry of this formula, charge and spin) (kcal/mol): 0.0
LUMO (eV): 0.53

Atom charges from the Löwdin analysis, given in e for atoms 1 to 5: -0.062 -0.218 -0.014 -0.540 0.094